# 1
20
Properties=species:S:1:pos:R:3 method="wB97M-V/def2-TZVPD" lumo_energy_ev=0.5 energy_ha=-456.737471 de_lowest_kj_mol=85.8 homo_lumo_gap_ha=0.3663 homo_energy_ev=-9.446 smiles="CNCC(N)=O.O.O"
C 2.23122 0.89904 1.77735
N 1.46005 0.16965 0.77032
C 1.48431 0.81429 -0.55337
C 0.63761 2.09083 -0.55624
N -0.46132 2.06041 0.23489
O 0.89055 3.03673 -1.28317
H 1.57184 1.67329 2.16170
H 3.20561 1.26511 1.45964
H 2.31617 0.25423 2.63324
H 1.80217 -0.76294 0.57888
H 0.94022 0.19836 -1.27679
H 2.46244 1.04803 -0.97996
H -0.58313 1.35863 0.95501
H -1.03046 2.88641 0.36513
O -3.81824 -2.54468 -0.03910
H -2.90552 -2.70135 0.22469
H -3.79219 -1.91344 -0.76916
O -1.30540 -4.49604 -0.59931
H -1.74909 -4.92375 0.14247
H -1.75089 -4.76511 -1.41049


# 2
8
Properties=species:S:1:pos:R:3 method="wB97M-V/def2-TZVPD" lumo_energy_ev="0.1 / -0.3" energy_ha=-927.591584 de_lowest_kj_mol=134.4 homo_lumo_gap_ha="0.3122 / 0.2786" homo_energy_ev="-8.411 / -7.831"
C -0.43943 -0.05818 -0.84112
N 1.75510 0.48909 -0.47555
O 0.45414 0.86612 -0.55048
Cl -1.77956 -0.93437 1.44743
I 3.04396 2.02946 -0.26427
H -0.28615 -1.06972 -0.90766
H -1.49639 0.28114 -0.91824
H -1.25167 -1.60356 2.50990


Please write out number 1 again, unchanged.
20
Properties=species:S:1:pos:R:3 method="wB97M-V/def2-TZVPD" lumo_energy_ev=0.5 energy_ha=-456.737471 de_lowest_kj_mol=85.8 homo_lumo_gap_ha=0.3663 homo_energy_ev=-9.446 smiles="CNCC(N)=O.O.O"
C 2.23122 0.89904 1.77735
N 1.46005 0.16965 0.77032
C 1.48431 0.81429 -0.55337
C 0.63761 2.09083 -0.55624
N -0.46132 2.06041 0.23489
O 0.89055 3.03673 -1.28317
H 1.57184 1.67329 2.16170
H 3.20561 1.26511 1.45964
H 2.31617 0.25423 2.63324
H 1.80217 -0.76294 0.57888
H 0.94022 0.19836 -1.27679
H 2.46244 1.04803 -0.97996
H -0.58313 1.35863 0.95501
H -1.03046 2.88641 0.36513
O -3.81824 -2.54468 -0.03910
H -2.90552 -2.70135 0.22469
H -3.79219 -1.91344 -0.76916
O -1.30540 -4.49604 -0.59931
H -1.74909 -4.92375 0.14247
H -1.75089 -4.76511 -1.41049